1.
{"formula": "C26H33CdF3N3O6P2Sb", "method": "ωB97M-V with the def2-TZVPD basis set", "species": ["Cd", "N", "C", "C", "P", "O", "O", "O", "P", "O", "O", "O", "H", "H", "H", "H", "H", "H", "H", "H", "F", "C", "C", "C", "C", "C", "C", "Sb", "C", "C", "C", "C", "F", "C", "C", "C", "C", "C", "C", "F", "C", "C", "H", "H", "H", "H", "H", "H", "H", "H", "H", "H", "H", "H", "C", "C", "N", "C", "C", "N", "C", "C", "H", "H", "H", "H", "H", "H", "H", "H", "H", "H", "H", "H", "H"], "xyz": [[-0.67, 0.31, -0.88], [1.65, 3.39, -2.87], [0.22, 3.32, -2.35], [-0.55, 4.59, -2.62], [0.42, 2.88, -0.55], [0.64, 4.34, 0.05], [-0.84, 2.25, 0.01], [1.66, 2.05, -0.49], [-0.52, 1.81, -3.14], [-0.30, 2.25, -4.67], [-1.94, 1.57, -2.76], [0.39, 0.66, -2.78], [1.98, 4.35, -2.93], [1.74, 2.94, -3.78], [2.23, 2.86, -2.18], [-0.07, 5.44, -2.14], [-1.55, 4.50, -2.22], [-0.63, 4.78, -3.70], [0.82, 4.35, 1.01], [-0.84, 1.80, -5.33], [1.66, -7.00, 1.75], [1.54, -5.70, 1.46], [1.40, -4.79, 2.50], [1.29, -3.45, 2.20], [1.32, -3.02, 0.88], [1.44, -3.95, -0.15], [1.55, -5.30, 0.14], [1.37, -0.94, 0.36], [3.31, -0.99, -0.52], [4.29, -1.76, 0.11], [5.56, -1.82, -0.43], [5.82, -1.13, -1.60], [7.05, -1.19, -2.13], [4.86, -0.38, -2.25], [3.59, -0.31, -1.70], [1.65, -0.15, 2.32], [0.52, 0.05, 3.11], [0.65, 0.45, 4.43], [1.92, 0.63, 4.94], [2.05, 1.01, 6.21], [3.06, 0.45, 4.18], [2.92, 0.05, 2.85], [1.39, -5.15, 3.52], [1.20, -2.73, 3.00], [1.47, -3.63, -1.19], [1.66, -6.05, -0.64], [4.05, -2.32, 1.00], [6.34, -2.41, 0.03], [5.11, 0.12, -3.17], [2.80, 0.25, -2.19], [-0.47, -0.10, 2.69], [-0.21, 0.61, 5.07], [4.03, 0.60, 4.62], [3.80, -0.08, 2.24], [-4.88, -0.45, 1.48], [-3.36, -0.43, 1.17], [-3.12, 0.09, -0.18], [-3.74, 1.42, -0.30], [-5.28, 1.30, -0.21], [-5.60, -0.11, 0.21], [-5.20, -1.06, -0.88], [-3.70, -0.81, -1.18], [-5.16, 0.29, 2.23], [-5.22, -1.43, 1.81], [-2.94, -1.44, 1.25], [-2.85, 0.21, 1.89], [-3.44, 1.85, -1.25], [-3.34, 2.06, 0.49], [-5.77, 1.48, -1.16], [-5.70, 1.98, 0.53], [-6.60, -0.19, 0.37], [-5.83, -0.88, -1.75], [-5.38, -2.07, -0.52], [-3.58, -0.34, -2.16], [-3.17, -1.76, -1.19]], "spin_multiplicity": 1, "lumo_energy_ev": -5.1, "homo_ev": -13.241, "homo_lumo_gap_ha": 0.299, "total_charge": 2}


2.
{"formula": "C3H4N2O", "method": "ωB97M-V with the def2-TZVPD basis set", "species": ["N", "C", "O", "C", "C", "N", "H", "H", "H", "H"], "xyz": [[0.07, -1.19, 0.48], [-0.95, -0.64, 0.97], [-1.41, 0.58, 0.49], [-1.30, 0.96, -0.78], [1.91, 1.07, -0.86], [2.38, 2.05, -1.23], [0.28, -2.07, 0.94], [-1.58, -0.98, 1.79], [-0.87, 0.07, -1.31], [1.45, 0.15, -0.50]], "de_lowest_kcal_mol": 115.8, "spin_multiplicity": 1, "lumo_energy_ev": -0.3, "homo_ev": -9.427, "homo_lumo_gap_ha": 0.335}


3.
{"formula": "C4H9N3O2", "method": "ωB97M-V with the def2-TZVPD basis set", "species": ["C", "O", "C", "N", "O", "H", "H", "H", "H", "H", "C", "N", "C", "N", "H", "H", "H", "H"], "xyz": [[0.91, 1.54, -1.72], [1.11, 0.76, -0.55], [0.70, -0.77, -0.56], [1.61, -1.46, 0.19], [0.04, -1.23, -1.46], [1.87, 1.96, -2.04], [0.40, 0.98, -2.50], [0.32, 2.41, -1.41], [2.39, -0.94, 0.56], [1.83, -2.39, -0.13], [-1.55, -0.79, 1.79], [-1.12, -0.16, 0.54], [-0.85, 1.20, 0.54], [-1.16, 2.30, 0.76], [-0.74, -0.78, 2.52], [-1.85, -1.82, 1.58], [-2.40, -0.24, 2.19], [-1.52, -0.57, -0.30]], "de_lowest_kcal_mol": 66.1, "spin_multiplicity": 1, "lumo_energy_ev": 0.7, "homo_ev": -9.476, "homo_lumo_gap_ha": 0.375}


4.
{"formula": "C23H27N5O3PdS5Se", "method": "ωB97M-V with the def2-TZVPD basis set", "species": ["Pd", "C", "C", "S", "C", "C", "S", "C", "C", "S", "H", "H", "H", "H", "H", "H", "H", "H", "H", "H", "H", "H", "N", "C", "C", "C", "C", "C", "C", "S", "O", "O", "O", "H", "H", "H", "H", "H", "H", "Se", "N", "C", "C", "C", "C", "C", "C", "N", "H", "H", "H", "H", "C", "C", "C", "C", "N", "C", "S", "N", "H", "H", "H", "H", "H"], "xyz": [[-0.30, -0.25, 0.12], [-3.03, 0.90, -1.34], [-2.18, 0.76, -2.59], [-0.39, 0.66, -2.26], [0.12, -0.79, -3.22], [-0.53, -2.11, -2.85], [-0.40, -2.51, -1.07], [-2.10, -2.98, -0.67], [-3.16, -1.91, -0.91], [-2.80, -0.35, -0.04], [-4.09, 0.92, -1.61], [-2.82, 1.85, -0.83], [-2.34, 1.63, -3.22], [-2.47, -0.12, -3.17], [1.20, -0.83, -3.07], [-0.04, -0.58, -4.27], [-0.05, -2.92, -3.40], [-1.59, -2.12, -3.12], [-2.06, -3.27, 0.38], [-2.34, -3.87, -1.24], [-4.12, -2.27, -0.53], [-3.29, -1.70, -1.97], [2.03, -0.11, 0.18], [2.54, 0.08, 1.52], [2.62, 1.36, 2.05], [3.01, 1.52, 3.36], [3.30, 0.40, 4.13], [3.25, -0.88, 3.59], [2.87, -1.04, 2.27], [3.68, 0.60, 5.84], [5.14, 1.01, 5.94], [2.98, 1.76, 6.30], [3.50, -0.67, 6.47], [2.40, -0.97, -0.21], [2.33, 0.65, -0.42], [2.37, 2.22, 1.45], [3.06, 2.51, 3.80], [3.49, -1.74, 4.20], [2.82, -2.03, 1.84], [-1.77, 2.16, 2.25], [-0.49, 1.88, 1.01], [-0.28, 3.05, 0.41], [0.72, 3.33, -0.57], [0.82, 4.59, -1.07], [-0.04, 5.65, -0.65], [-1.00, 5.44, 0.28], [-1.14, 4.13, 0.84], [-2.03, 3.82, 1.76], [1.40, 2.56, -0.91], [1.59, 4.81, -1.80], [0.09, 6.63, -1.09], [-1.66, 6.22, 0.63], [1.08, -2.72, 6.83], [0.61, -1.70, 5.85], [0.40, -0.36, 6.19], [-0.02, 0.51, 5.20], [-0.21, 0.12, 3.94], [-0.01, -1.18, 3.73], [-0.33, -1.80, 2.13], [0.37, -2.11, 4.60], [1.36, -2.26, 7.78], [1.94, -3.25, 6.43], [0.30, -3.45, 7.01], [0.56, -0.01, 7.20], [-0.17, 1.57, 5.41]], "de_lowest_kcal_mol": 5.3, "spin_multiplicity": 5, "lumo_energy_ev": [-6.2, -8.7], "homo_ev": [-14.086, -14.281], "homo_lumo_gap_ha": [0.289, 0.206], "total_charge": 2}


5.
{"formula": "CH4O4", "method": "ωB97M-V with the def2-TZVPD basis set", "species": ["O", "O", "H", "C", "O", "H", "H", "H", "O"], "xyz": [[-1.88, 1.38, -0.37], [-1.29, 1.94, 0.52], [-0.07, -0.39, 0.29], [0.90, -0.29, -0.40], [1.64, -1.51, -0.37], [0.56, 0.08, -1.39], [1.39, 0.70, -0.15], [-0.34, -1.41, 1.01], [-0.91, -0.49, 0.86]], "de_lowest_kcal_mol": 116.0, "spin_multiplicity": 3, "lumo_energy_ev": [-2.4, -2.4], "homo_ev": [-10.760, -10.768], "homo_lumo_gap_ha": [0.308, 0.309]}


6.
{"formula": "C7H10O", "method": "ωB97M-V with the def2-TZVPD basis set", "species": ["C", "C", "C", "C", "C", "O", "C", "C", "H", "H", "H", "H", "H", "H", "H", "H", "H", "H"], "xyz": [[-1.37, 0.87, -1.13], [1.48, 1.23, -0.45], [-1.45, -1.52, 0.45], [0.41, 0.29, -0.17], [-0.54, -0.49, -0.02], [-2.34, 1.49, -0.39], [1.61, -1.29, 1.21], [2.72, -1.58, 1.65], [-1.97, 2.22, 0.12], [-1.82, 0.13, -1.78], [-0.76, 1.55, -1.73], [1.72, 1.26, -1.52], [2.35, 0.86, 0.10], [1.24, 2.23, -0.09], [-2.43, -1.12, 0.67], [-1.00, -1.93, 1.36], [-1.53, -2.32, -0.29], [3.68, -1.87, 2.01]], "de_lowest_kcal_mol": 188.1, "spin_multiplicity": 1, "lumo_energy_ev": 0.3, "homo_ev": -7.823, "homo_lumo_gap_ha": 0.297}


7.
{"formula": "C58H50IrN3OP2S", "method": "ωB97M-V with the def2-TZVPD basis set", "species": ["Ir", "O", "C", "C", "C", "C", "C", "C", "P", "C", "C", "C", "C", "C", "C", "C", "C", "C", "C", "C", "C", "C", "C", "C", "C", "C", "C", "P", "C", "C", "C", "C", "C", "C", "C", "C", "C", "C", "C", "C", "H", "H", "H", "H", "H", "H", "H", "H", "H", "H", "H", "H", "H", "H", "H", "H", "H", "H", "H", "H", "H", "H", "H", "H", "H", "H", "H", "H", "C", "C", "C", "C", "C", "C", "C", "C", "S", "C", "N", "C", "C", "C", "C", "C", "C", "C", "C", "H", "H", "H", "H", "H", "H", "H", "H", "H", "H", "H", "H", "H", "H", "H", "H", "N", "C", "C", "C", "N", "C", "C", "H", "H", "H", "H", "H", "H"], "xyz": [[-0.21, -0.33, 0.04], [-2.35, 1.29, -2.29], [-3.60, 1.46, -1.74], [-4.79, 1.59, -2.44], [-5.94, 1.91, -1.74], [-5.91, 2.11, -0.37], [-4.72, 1.91, 0.32], [-3.57, 1.53, -0.35], [-1.97, 1.24, 0.47], [-1.06, 2.75, 0.06], [-0.06, 2.62, -0.90], [0.65, 3.73, -1.34], [0.36, 4.98, -0.81], [-0.65, 5.12, 0.14], [-1.36, 4.01, 0.57], [-2.41, 1.27, 2.23], [-3.39, 0.40, 2.71], [-3.71, 0.35, 4.05], [-3.05, 1.18, 4.95], [-2.08, 2.05, 4.49], [-1.75, 2.09, 3.15], [-2.15, 0.77, -3.54], [-2.62, 1.39, -4.70], [-2.40, 0.78, -5.92], [-1.73, -0.43, -6.00], [-1.21, -1.00, -4.85], [-1.40, -0.39, -3.60], [-0.48, -1.14, -2.20], [1.18, -1.11, -2.96], [1.54, 0.02, -3.70], [2.81, 0.13, -4.25], [3.73, -0.89, -4.08], [3.40, -2.00, -3.32], [2.14, -2.10, -2.75], [-1.20, -2.82, -2.29], [-0.57, -3.97, -2.73], [-1.28, -5.17, -2.82], [-2.62, -5.21, -2.47], [-3.26, -4.05, -2.06], [-2.56, -2.87, -1.96], [-4.83, 1.46, -3.51], [-6.87, 2.02, -2.28], [-6.80, 2.41, 0.16], [-4.71, 2.05, 1.40], [0.14, 1.65, -1.36], [1.42, 3.63, -2.09], [0.90, 5.85, -1.15], [-0.89, 6.10, 0.53], [-2.17, 4.14, 1.29], [-3.94, -0.23, 2.02], [-4.48, -0.33, 4.40], [-3.31, 1.15, 6.00], [-1.57, 2.71, 5.19], [-0.98, 2.77, 2.81], [-3.12, 2.35, -4.64], [-2.77, 1.26, -6.82], [-1.58, -0.91, -6.95], [-0.64, -1.92, -4.92], [0.82, 0.81, -3.88], [3.06, 1.00, -4.84], [4.71, -0.81, -4.53], [4.12, -2.79, -3.17], [1.92, -2.96, -2.13], [0.46, -3.96, -3.07], [-0.78, -6.06, -3.17], [-3.17, -6.14, -2.55], [-4.32, -4.08, -1.81], [-3.07, -1.97, -1.65], [6.17, 2.36, -0.25], [5.25, 1.75, -1.31], [4.14, 2.75, -1.63], [6.05, 1.50, -2.60], [4.69, 0.43, -0.80], [5.59, -0.61, -0.46], [5.17, -1.83, 0.02], [3.80, -2.03, 0.19], [2.96, -3.43, 0.76], [1.47, -2.61, 0.56], [1.58, -1.40, 0.08], [2.90, -1.02, -0.13], [3.33, 0.21, -0.63], [0.14, -3.06, 0.91], [-0.17, -4.31, 1.42], [-1.48, -4.60, 1.77], [-2.47, -3.64, 1.59], [-2.16, -2.39, 1.06], [-0.86, -2.08, 0.72], [6.54, 3.33, -0.59], [7.04, 1.73, -0.05], [5.64, 2.50, 0.69], [4.58, 3.68, -1.99], [3.55, 2.99, -0.74], [3.47, 2.37, -2.40], [6.50, 2.43, -2.94], [5.40, 1.12, -3.39], [6.85, 0.77, -2.44], [6.65, -0.45, -0.59], [5.88, -2.60, 0.27], [2.60, 0.96, -0.90], [0.61, -5.05, 1.56], [-1.74, -5.58, 2.17], [-3.49, -3.87, 1.85], [-2.95, -1.67, 0.91], [2.15, 1.04, 5.70], [1.63, 0.76, 4.50], [1.96, 1.49, 3.35], [1.38, 1.18, 2.15], [0.48, 0.20, 1.99], [0.16, -0.51, 3.09], [0.70, -0.28, 4.32], [2.88, 1.73, 5.80], [1.97, 0.46, 6.50], [2.68, 2.30, 3.39], [1.66, 1.74, 1.26], [-0.58, -1.30, 2.96], [0.38, -0.89, 5.16]], "de_lowest_kcal_mol": 2.6, "spin_multiplicity": 1, "lumo_energy_ev": -5.0, "homo_ev": -13.040, "homo_lumo_gap_ha": 0.297, "total_charge": 2}


8.
{"formula": "C4H10N2O3", "method": "ωB97M-V with the def2-TZVPD basis set", "species": ["C", "O", "N", "C", "O", "C", "N", "C", "O", "H", "H", "H", "H", "H", "H", "H", "H", "H", "H"], "xyz": [[2.80, -0.50, -0.32], [1.39, -0.74, 0.04], [0.72, 0.41, 0.34], [-0.61, 0.35, 0.14], [-1.41, 1.44, 0.22], [-0.37, 2.56, 0.03], [-1.27, -0.79, -0.35], [-1.21, -1.96, 0.58], [-2.64, -0.53, -0.45], [3.06, 0.36, -0.99], [3.17, -0.23, 0.77], [3.31, -1.46, -0.82], [-0.07, 2.77, 1.02], [0.58, 2.35, -0.61], [-0.89, 3.64, -0.38], [-0.18, -2.17, 0.39], [-1.68, -1.56, 1.57], [-1.88, -2.96, 0.30], [-2.83, -0.98, -1.48]], "de_lowest_kcal_mol": 200.7, "spin_multiplicity": 1, "lumo_energy_ev": 0.8, "homo_ev": -8.260, "homo_lumo_gap_ha": 0.332}


9.
{"formula": "C3H10NO2", "method": "ωB97M-V with the def2-TZVPD basis set", "species": ["C", "C", "C", "O", "N", "H", "H", "H", "H", "H", "H", "H", "H", "H", "H", "O"], "xyz": [[-0.16, 0.58, 0.51], [-1.01, -0.69, 0.09], [-2.29, -0.21, -0.56], [-2.53, 0.98, -0.61], [1.15, 0.18, 1.08], [0.14, 1.05, -0.49], [-0.86, 1.12, 1.19], [-0.31, -1.37, -0.53], [-1.20, -1.27, 0.97], [-3.02, -0.99, -0.87], [1.52, 1.17, 1.43], [1.16, -0.50, 1.85], [1.78, -0.15, 0.32], [4.22, -0.85, -0.45], [3.22, -0.71, -1.59], [3.28, -0.59, -0.60]], "de_lowest_kcal_mol": 56.4, "spin_multiplicity": 2, "lumo_energy_ev": [-0.3, -0.4], "homo_ev": [-2.423, -7.188], "homo_lumo_gap_ha": [0.079, 0.250]}


10.
{"formula": "C18H38ClLi3O9", "method": "ωB97M-V with the def2-TZVPD basis set", "species": ["Li", "Li", "Li", "Cl", "O", "O", "O", "O", "C", "C", "C", "O", "C", "H", "H", "H", "H", "H", "H", "H", "H", "C", "C", "C", "O", "C", "H", "H", "H", "H", "H", "H", "H", "H", "C", "C", "C", "O", "C", "H", "H", "H", "H", "H", "H", "H", "H", "C", "C", "C", "O", "C", "H", "H", "H", "H", "H", "H", "H", "H", "C", "C", "O", "H", "H", "H", "H", "H", "H"], "xyz": [[9.79, 7.23, 15.42], [4.32, 4.80, 13.89], [8.22, 2.89, 14.10], [6.56, 6.26, 16.01], [7.47, 7.30, 15.66], [5.35, 6.37, 15.29], [7.23, 5.01, 15.59], [6.33, 6.19, 17.44], [9.58, 9.70, 11.49], [8.31, 9.99, 12.21], [8.78, 9.85, 13.64], [9.53, 8.64, 13.64], [10.18, 8.55, 12.25], [10.24, 10.57, 11.53], [9.47, 9.54, 10.42], [7.57, 9.22, 11.97], [7.78, 10.91, 11.95], [8.03, 9.81, 14.43], [9.38, 10.69, 14.01], [9.88, 7.63, 11.75], [11.26, 8.55, 12.19], [4.20, 1.91, 18.24], [4.27, 0.70, 19.07], [5.66, 0.89, 19.65], [5.88, 2.28, 19.68], [5.00, 3.05, 18.91], [3.17, 2.23, 18.07], [4.73, 1.59, 17.35], [4.07, -0.22, 18.52], [3.51, 0.94, 19.81], [6.40, 0.29, 19.12], [5.70, 0.49, 20.67], [5.57, 3.63, 18.18], [4.42, 3.75, 19.51], [7.14, 8.10, 20.51], [7.22, 8.09, 22.05], [5.90, 8.72, 22.51], [5.00, 8.24, 21.47], [5.67, 8.02, 20.23], [7.71, 7.25, 20.14], [7.64, 9.02, 20.19], [8.16, 8.53, 22.38], [7.17, 7.10, 22.50], [6.02, 9.80, 22.41], [5.43, 8.55, 23.48], [5.35, 8.74, 19.47], [5.47, 7.03, 19.82], [3.60, 9.47, 16.78], [4.46, 9.94, 15.72], [5.49, 10.82, 16.43], [4.73, 11.52, 17.42], [3.53, 10.71, 17.64], [4.10, 8.65, 17.29], [2.57, 9.22, 16.56], [3.96, 10.60, 15.01], [4.94, 9.18, 15.12], [5.99, 11.58, 15.84], [6.28, 10.16, 16.78], [2.70, 11.35, 17.36], [3.46, 10.36, 18.67], [9.76, 4.65, 19.27], [9.73, 5.99, 18.52], [10.05, 5.75, 17.10], [9.79, 4.87, 20.33], [10.69, 4.15, 18.97], [8.86, 4.05, 19.15], [10.42, 6.72, 18.94], [8.77, 6.50, 18.51], [9.42, 5.06, 16.87]], "spin_multiplicity": 2, "lumo_energy_ev": [-3.9, -3.2], "homo_ev": [-7.414, -10.981], "homo_lumo_gap_ha": [0.131, 0.285], "total_charge": 1}


11.
{"formula": "C6H8O2", "method": "ωB97M-V with the def2-TZVPD basis set", "species": ["O", "C", "C", "C", "C", "C", "O", "C", "H", "H", "H", "H", "H", "H", "H", "H"], "xyz": [[0.44, -1.08, 1.26], [0.45, -0.64, -0.08], [-0.99, -0.97, -0.70], [-1.79, -0.02, -0.14], [-1.04, 1.10, 0.60], [0.23, 0.87, -0.17], [1.65, 1.07, 0.06], [1.89, -0.37, -0.53], [1.21, -0.66, 1.82], [-1.43, -1.98, -1.09], [-2.85, -0.01, -0.48], [-1.06, 0.68, 1.57], [-1.50, 2.08, 0.47], [-0.08, 1.03, -1.23], [2.25, -0.18, -1.58], [2.61, -0.92, 0.22]], "de_lowest_kcal_mol": 106.7, "spin_multiplicity": 1, "lumo_energy_ev": 0.9, "homo_ev": -9.430, "homo_lumo_gap_ha": 0.381}


12.
{"formula": "C3H4ClO4", "method": "ωB97M-V with the def2-TZVPD basis set", "species": ["O", "C", "Cl", "C", "O", "O", "C", "O", "H", "H", "H", "H"], "xyz": [[3.38, 1.76, 0.61], [2.99, 0.68, 0.18], [4.26, -0.61, -0.19], [1.74, 0.00, 0.20], [1.64, -1.32, -0.45], [0.50, 0.71, 0.08], [-0.81, 0.10, 0.36], [-1.44, 1.23, 0.80], [2.48, -1.48, -0.71], [-1.14, -0.29, -0.57], [-0.63, -0.60, 1.16], [-0.69, 1.72, 1.12]], "de_lowest_kcal_mol": 90.0, "spin_multiplicity": 1, "lumo_energy_ev": 3.7, "homo_ev": -2.413, "homo_lumo_gap_ha": 0.226, "total_charge": -1}


13.
{"formula": "C4H9O", "method": "ωB97M-V with the def2-TZVPD basis set", "species": ["C", "O", "H", "H", "H", "C", "C", "C", "H", "H", "H", "H", "H", "H"], "xyz": [[1.71, -2.08, 0.74], [0.76, -1.27, 1.38], [1.40, -2.21, -0.38], [2.64, -1.59, 0.59], [1.91, -3.14, 1.16], [-1.27, 0.51, 0.49], [-0.72, 1.67, -0.28], [-0.57, 1.74, -1.62], [-2.26, 0.69, 0.81], [-1.20, -0.50, -0.13], [-0.65, 0.27, 1.33], [-0.55, 2.51, 0.32], [-0.44, 2.64, -2.25], [-0.76, 0.77, -2.13]], "de_lowest_kcal_mol": 31.4, "spin_multiplicity": 2, "lumo_energy_ev": [7.1, 7.0], "homo_ev": [4.379, 0.494], "homo_lumo_gap_ha": [0.100, 0.240], "total_charge": -2}


Computed max |F| (Eh/bohr) in order:
0.0330, 0.0209, 0.0802, 0.0064, 0.2380, 0.0542, 0.0130, 0.1144, 0.0919, 0.0847, 0.0572, 0.1197, 0.0719